{"formula": "C10H16N5", "method": "the ωB97M-V functional and the def2-TZVPD basis", "charge": 1, "spin_multiplicity": 1, "relative_energy_kcal_mol": 30.3, "homo_ev": -12.37, "e_lumo_ev": -4.9, "largest_force_ev_per_a": 5.31, "smiles": "CC[C@]1(C)[C@@H](N)N=C(N)c2nccc[n+]21", "species": ["C", "C", "C", "C", "C", "C", "C", "C", "C", "C", "N", "N", "N", "N", "N", "H", "H", "H", "H", "H", "H", "H", "H", "H", "H", "H", "H", "H", "H", "H", "H"], "xyz": [[-2.184, 2.264, -0.146], [-3.214, 1.312, -0.199], [-0.867, 1.843, 0.035], [-1.581, -0.360, -0.059], [-1.305, -1.794, -0.248], [0.943, -1.239, -0.668], [0.764, -0.013, 0.396], [0.861, -0.355, 1.829], [1.902, 1.675, -1.318], [2.002, 0.923, 0.022], [-2.855, 0.014, -0.191], [-0.135, -2.086, -0.744], [-0.577, 0.536, 0.100], [-2.291, -2.682, 0.031], [2.108, -1.986, -0.234], [-2.249, 3.323, -0.066], [-4.266, 1.544, -0.396], [-0.142, 2.506, 0.338], [1.190, -0.646, -1.599], [0.513, 0.542, 2.536], [1.806, -0.679, 1.988], [0.186, -1.181, 2.170], [2.540, 1.154, -2.207], [2.370, 2.676, -1.121], [0.840, 1.717, -1.471], [2.070, 1.657, 0.757], [2.743, 0.232, 0.118], [-3.235, -2.294, 0.456], [-2.248, -3.605, -0.235], [2.305, -2.929, -0.666], [2.005, -2.070, 0.792]]}